Record 1
{
  "formula": "H20NO13",
  "method": "ωB97M-V/def2-TZVPD",
  "elements": ["N", "O", "O", "O", "O", "H", "H", "O", "H", "H", "O", "H", "H", "O", "H", "H", "O", "H", "H", "O", "H", "H", "O", "H", "H", "O", "H", "H", "O", "H", "H", "O", "H", "H"],
  "coordinates": [[3.52400, 35.78000, 32.47200], [3.69900, 35.02800, 31.42900], [4.52900, 35.76200, 33.19100], [2.39400, 35.79900, 32.98600], [-0.30800, 34.77100, 31.58100], [0.00900, 33.86800, 31.14700], [0.21000, 35.60700, 31.28200], [6.60500, 37.92900, 33.46200], [7.46300, 37.79800, 33.92600], [6.40800, 37.41900, 32.46800], [7.14500, 34.85500, 32.77300], [7.57200, 35.35100, 32.04500], [6.26200, 35.09900, 32.63300], [4.21700, 34.38300, 28.81700], [4.61700, 33.51700, 28.97600], [3.91600, 34.76500, 29.60800], [5.24500, 35.37800, 35.99500], [5.10600, 34.51300, 36.36700], [4.85600, 35.31300, 35.10300], [-0.17300, 37.70100, 33.56400], [0.61400, 36.98900, 33.25800], [0.41900, 38.22700, 34.18000], [2.66300, 36.88700, 35.61100], [1.71800, 36.77200, 35.65400], [2.88800, 36.43100, 34.68300], [5.37000, 32.26300, 31.93900], [4.92800, 33.16300, 32.26000], [5.58500, 32.31200, 31.00700], [1.77300, 33.30800, 32.78900], [1.63700, 32.98500, 31.83800], [2.02200, 34.33300, 32.64300], [1.15500, 36.10300, 29.86300], [1.63000, 36.83800, 29.54000], [1.94000, 35.79700, 30.57600]],
  "multiplicity": 1,
  "homo_lumo_gap_ev": 9.06,
  "e_lumo_ha": 0.068,
  "largest_force_ha_per_bohr": 0.1432,
  "e_homo_ev": -7.20,
  "total_charge": -1
}

=====

Record 2
{
  "formula": "C3H7NO3S",
  "method": "ωB97M-V/def2-TZVPD",
  "elements": ["C", "C", "C", "N", "O", "O", "O", "S", "H", "H", "H", "H", "H", "H", "H"],
  "coordinates": [[-1.13649, 0.19145, 1.17317], [-1.14763, 1.36770, 0.17173], [0.30227, -0.18330, -0.60001], [-0.08138, -0.65013, 0.52125], [2.39899, 1.11905, 0.49203], [2.73308, -1.31174, 0.37423], [-0.24689, 0.96295, -0.88676], [2.58480, -0.07412, -0.34478], [-0.67638, 0.37404, 2.09194], [-2.16599, -0.14688, 1.15776], [-2.17840, 1.49240, -0.35935], [-0.87153, 2.20018, 0.74674], [0.23287, -1.65328, -2.55124], [0.13361, -2.25093, -3.08329], [0.11908, -1.43741, 1.09658]],
  "multiplicity": 1,
  "homo_lumo_gap_ev": 9.11,
  "e_lumo_ha": -0.001,
  "largest_force_ha_per_bohr": 0.0811,
  "e_homo_ev": -9.14
}

=====

Record 3
{
  "formula": "C8H8ClN3O4",
  "method": "ωB97M-V/def2-TZVPD",
  "elements": ["O", "C", "N", "N", "C", "N", "C", "C", "C", "O", "Cl", "C", "H", "H", "H", "H", "H", "C", "C", "O", "O", "H", "H", "H"],
  "coordinates": [[-3.29805, -1.27385, -0.41545], [-2.33949, -1.77890, -0.74721], [-1.29014, -2.33046, -1.18392], [-0.23643, -1.39174, -1.33282], [-0.03234, -0.65996, -2.40121], [1.02686, 0.10344, -2.16427], [1.51187, -0.17184, -0.91008], [2.67374, 0.56551, -0.31096], [1.94950, 1.75082, 0.27355], [1.46218, 1.57392, 1.32780], [1.71596, 3.16559, -0.74808], [0.71239, -1.12320, -0.37285], [-0.63113, -0.67621, -3.28591], [1.38737, 0.79127, -2.80230], [3.44387, 0.80054, -1.03180], [3.06746, -0.04285, 0.48801], [0.76319, -1.55170, 0.60626], [-1.52987, 0.84849, 1.82170], [-1.93212, -0.52485, 2.39129], [-2.53131, -0.55597, 3.46880], [-1.55809, -1.49493, 1.65513], [-1.82411, 1.68747, 2.45067], [-0.45631, 0.83637, 1.72327], [-1.97397, 0.98235, 0.82901]],
  "multiplicity": 1,
  "homo_lumo_gap_ev": 6.53,
  "e_lumo_ha": -0.021,
  "largest_force_ha_per_bohr": 0.0346,
  "e_homo_ev": -7.09
}